Entry 1:
Below is 2 unconnected molecules or ions with the total composition C4H9S in a non-equilibrium geometry, with properties calculated with ωB97M-V/def2-TZVPD.

Geometry (Å):
S1 -0.81 1.95 -1.72
C1 -0.80 -1.88 -0.70
C2 -0.60 -0.82 0.07
C3 0.93 0.96 0.97
C4 0.68 -0.53 0.85
H1 -0.01 -2.60 -0.88
H2 0.64 -1.02 1.83
H3 -1.53 2.70 -2.55
H4 0.13 1.45 1.53
H5 0.97 1.52 0.03
H6 1.49 -1.06 0.33
H7 -1.29 0.02 0.06
H8 -1.63 -1.88 -1.39
H9 1.82 1.19 1.57

HOMO energy = -2.584 eV
total charge = -1
multiplicity = 1
energy above the lowest of the compared OMol25 structures with the same formula, charge and spin = 9.71 kcal/mol
frontier orbital gap = 6.7 eV

---

Entry 2:
Below is 2 unconnected molecules or ions with the total composition C4H9S, with properties calculated with ωB97M-V/def2-TZVPD.

Geometry (Å):
S1 -1.68 0.45 1.09
C1 2.25 -0.05 -1.05
C2 2.64 -0.26 0.20
C3 -3.30 -0.33 1.48
C4 0.92 0.54 -1.40
H1 0.46 -0.02 -2.22
H2 -3.36 -0.65 2.53
H3 1.91 -0.07 0.98
H4 3.56 -0.75 0.49
H5 2.88 -0.19 -1.93
H6 -4.14 0.35 1.30
H7 -3.39 -1.21 0.85
H8 0.99 1.55 -1.80
H9 0.25 0.66 -0.53

HOMO energy = -2.137 eV
total charge = -1
multiplicity = 1
energy above the lowest of the compared OMol25 structures with the same formula, charge and spin = 17.34 kcal/mol
frontier orbital gap = 6.1 eV

---

Entry 3:
Below is 2 unconnected molecules or ions with the total composition C4H9S in a non-equilibrium geometry, with properties calculated with ωB97M-V/def2-TZVPD.

Geometry (Å):
S1 1.56 -1.41 2.26
C1 0.22 0.93 -1.60
C2 -0.25 -0.98 2.24
C3 0.37 1.82 -0.47
C4 -0.21 -0.48 -1.57
H1 0.19 2.86 -0.45
H2 0.32 1.47 -2.52
H3 -0.86 -1.08 1.20
H4 -0.81 -1.66 2.87
H5 0.35 -0.88 -2.53
H6 0.76 1.14 0.52
H7 0.10 -1.16 -0.84
H8 -0.42 0.06 2.52
H9 -1.33 -0.63 -1.63

HOMO energy (alpha / beta) = 3.951 / 0.324 eV
total charge = -2
multiplicity = 2
energy above the lowest of the compared OMol25 structures with the same formula, charge and spin = 52.05 kcal/mol
⟨S²⟩ = 0.75
frontier orbital gap (alpha / beta) = 2.4 / 5.9 eV

---

Entry 4:
Below is a molecular structure, C4HBrCrF12O13S4 in a non-equilibrium geometry, with properties calculated with ωB97M-V/def2-TZVPD.

Geometry (Å):
Br1 -16.37 -3.06 -16.90
Cr1 -16.71 -2.13 -19.41
S1 -20.08 -3.01 -19.21
S2 -13.22 -1.13 -19.35
S3 -17.18 -1.14 -22.87
S4 -18.29 0.48 -17.76
F1 -13.57 1.52 -19.48
F2 -16.12 1.88 -17.20
F3 -17.42 1.80 -15.44
F4 -15.47 0.98 -23.07
F5 -16.63 0.84 -24.83
F6 -17.59 1.50 -23.00
F7 -11.58 0.78 -20.26
F8 -22.62 -2.34 -20.27
F9 -20.94 -2.35 -21.70
F10 -13.40 0.36 -21.37
F11 -21.21 -0.75 -20.30
F12 -16.43 0.03 -15.91
O1 -20.39 -4.43 -19.53
O2 -18.65 -1.24 -23.08
O3 -12.75 -0.84 -18.02
O4 -17.65 -0.48 -18.71
O5 -18.57 1.70 -18.50
O6 -19.43 -0.10 -17.03
O7 -16.40 -2.18 -23.64
O8 -16.85 -1.05 -21.40
O9 -14.67 -1.43 -19.51
O10 -20.44 -2.57 -17.84
O11 -12.46 -2.18 -19.99
O12 -18.73 -2.61 -19.63
O13 -15.94 -3.56 -20.65
C1 -21.32 -2.05 -20.45
C2 -16.96 1.08 -16.48
C3 -12.90 0.55 -20.18
C4 -16.69 0.65 -23.51
H1 -15.99 -3.25 -21.57

HOMO energy (alpha / beta) = 1.011 / -0.074 eV
total charge = -3
multiplicity = 6
⟨S²⟩ = 8.76
frontier orbital gap (alpha / beta) = 5.5 / 4.5 eV

---

Entry 5:
Below is a gas-phase ion, C4HBrNO3 (charge -1) in a non-equilibrium geometry, with properties calculated with ωB97M-V/def2-TZVPD.

Geometry (Å):
Br1 -1.73 -2.62 0.47
O1 0.19 1.28 0.21
O2 2.52 0.82 -0.82
O3 2.92 -0.66 0.84
N1 -1.11 1.45 -0.11
C1 -1.78 0.24 -0.24
C2 0.64 0.06 0.34
C3 2.31 0.07 0.08
C4 -1.24 -0.89 0.05
H1 -2.72 0.25 -0.83

HOMO energy (alpha / beta) = -4.190 / -4.189 eV
total charge = -1
multiplicity = 1
energy above the lowest of the compared OMol25 structures with the same formula, charge and spin = 0.00 kcal/mol
frontier orbital gap (alpha / beta) = 7.1 / 7.1 eV

---

Entry 6:
Below is a single C4HBrO2 molecule in a non-equilibrium geometry, with properties calculated with ωB97M-V/def2-TZVPD.

Geometry (Å):
Br1 2.95 0.97 0.02
O1 -0.53 -2.48 0.52
O2 -2.12 0.00 -0.64
C1 -0.39 -1.46 0.02
C2 -1.00 -0.09 -0.22
C3 0.05 0.87 0.05
C4 1.26 0.28 0.07
H1 -0.22 1.91 0.18

HOMO energy (alpha / beta) = -8.771 / -8.767 eV
multiplicity = 1
energy above the lowest of the compared OMol25 structures with the same formula, charge and spin = 37.06 kcal/mol
frontier orbital gap (alpha / beta) = 7.4 / 7.4 eV

---

Entry 7:
Below is a molecular structure, C4HBrS in a non-equilibrium geometry, with properties calculated with ωB97M-V/def2-TZVPD.

Geometry (Å):
Br1 -2.18 -0.70 -2.25
S1 -3.11 0.28 1.15
C1 -0.49 0.02 0.07
C2 -1.79 0.57 2.22
C3 -0.89 0.44 1.34
C4 -1.63 -0.23 -0.57
H1 0.53 -0.07 -0.26

HOMO energy = -8.716 eV
multiplicity = 1
energy above the lowest of the compared OMol25 structures with the same formula, charge and spin = 27.87 kcal/mol
frontier orbital gap = 8.0 eV

---

Entry 8:
Below is a single C4HCl3 molecule in a non-equilibrium geometry, with properties calculated with ωB97M-V/def2-TZVPD.

Geometry (Å):
Cl1 0.48 -1.72 1.01
Cl2 -1.34 2.07 0.35
Cl3 -2.36 -0.63 0.22
C1 1.74 -0.42 -2.09
C2 -1.04 0.40 0.42
C3 0.34 -0.08 0.30
C4 1.18 -0.22 -1.06
H1 1.01 0.59 0.85

HOMO energy (alpha / beta) = -10.945 / -8.736 eV
multiplicity = 1
energy above the lowest of the compared OMol25 structures with the same formula, charge and spin = 93.37 kcal/mol
frontier orbital gap (alpha / beta) = 9.9 / 5.7 eV

---

Entry 9:
Below is 3 unconnected molecules or ions with the total composition C4HCl3NO4 in a non-equilibrium geometry, with properties calculated with ωB97M-V/def2-TZVPD.

Geometry (Å):
Cl1 0.72 -3.23 2.37
Cl2 -0.53 -2.97 -0.32
Cl3 2.22 -0.38 1.57
O1 -1.84 2.73 1.38
O2 0.00 2.08 -0.43
O3 0.04 1.57 -2.60
O4 -2.26 0.72 0.40
N1 0.29 1.33 -1.35
C1 0.49 -2.22 0.91
C2 1.03 -1.08 0.66
C3 -1.91 1.72 0.85
C4 1.03 0.25 -1.47
H1 0.73 -0.52 -1.98

HOMO energy (alpha / beta) = -4.779 / -4.780 eV
total charge = -1
multiplicity = 1
frontier orbital gap (alpha / beta) = 7.9 / 7.9 eV

---

E_tot list, top to bottom, in hartree: -555.988898, -555.976741, -555.760871, -7540.855120, -3007.371151, -2877.376890, -3125.004969, -1533.333392, -1889.136182